DFT (ωB97M-V/def2-TZVPD) results for a cluster of 7 separate species, C41H88FNO15PS in total.

As for the energy: -3637.15568 hartree. Its total charge is -1. For the orbital gap, the calculation gives 0.2520 Eh.

Geometry as XYZ:
```
148
Properties=species:S:1:pos:R:3:mulliken_charge:R:1
C 6.18108 1.48508 3.65624 -0.33
C 5.59760 1.67662 2.11381 -0.02
O 4.79222 0.49990 1.70676 -0.39
C 3.42930 0.73459 2.24381 -0.29
C 2.36429 1.27280 1.06963 0.02
O 0.98330 1.21007 1.39869 -0.17
C 0.30377 2.34328 1.97591 -0.08
C 0.52692 2.30856 3.60428 0.14
C 0.73071 0.83526 4.27755 -1.08
F 1.73050 3.09781 4.06714 -0.44
C 0.72613 3.84112 1.47969 -0.33
P 0.01366 5.31274 2.46985 0.23
C -1.55202 6.07396 1.70382 -0.84
C 1.31372 6.76255 2.36357 -0.22
C 2.72937 6.42608 3.11016 -0.71
C 0.57763 4.07479 -0.16904 -0.95
O 0.64942 5.48823 -0.56758 0.30
C 1.79666 5.71351 -1.47953 0.53
N 2.92959 5.89346 -2.10673 -0.59
S -0.87347 3.12124 -0.86109 1.36
O -2.07808 4.03350 -1.31993 -0.71
O -0.35189 2.49261 -2.21508 -0.76
O -1.42952 1.82947 0.06456 -0.34
C -1.29124 2.03713 1.53182 0.68
O -2.25075 2.97584 2.11242 -0.03
C -3.55556 2.97437 1.45063 0.03
C -4.68378 3.21601 2.66236 -1.06
C -1.79685 0.54459 2.11705 0.08
O -2.38691 0.56722 3.34201 -0.66
O -1.62885 -0.71798 1.36492 -0.80
H 7.15606 0.84071 3.71628 -0.21
H 6.27717 2.56687 4.10283 0.29
H 5.34784 0.93247 4.30172 0.26
H 6.50837 1.72404 1.34579 0.25
H 4.87720 2.61449 2.01406 0.12
H 3.42257 1.39263 3.20818 0.12
H 3.01782 -0.34679 2.53701 0.18
H 2.54347 0.48481 0.18470 0.24
H 2.82916 2.26117 0.66433 -0.13
H -0.40145 2.83297 4.13501 0.49
H 0.47533 -0.08062 3.60024 0.21
H -0.00379 0.76833 5.21525 0.27
H 1.81390 0.73083 4.71037 0.34
H 1.90349 3.94193 1.66384 0.64
H -1.35366 7.20914 1.39261 0.38
H -2.06901 5.45379 0.85992 0.07
H -2.35513 6.15065 2.58462 0.33
H 0.81179 7.64765 2.98526 0.37
H 1.43825 7.15827 1.27029 -0.06
H 3.59014 6.60890 2.30337 0.24
H 2.89892 7.25474 3.95203 0.29
H 2.82716 5.34435 3.54203 0.10
H 1.55747 3.55998 -0.61799 0.41
H -3.72898 3.88142 0.69988 0.28
H -3.87407 1.97179 0.94166 0.21
H -4.66501 2.19696 3.28358 0.25
H -5.73425 3.26268 2.14941 0.33
H -4.42722 4.12307 3.35376 0.23
C -3.99422 1.06169 -3.12682 -1.29
C -4.45797 -0.03390 -2.18040 -0.35
O -5.58254 0.33917 -1.38773 -0.34
C -6.77066 0.68584 -2.09557 -0.40
C -7.30577 -0.43875 -2.96570 -0.97
H -3.74395 1.97107 -2.56671 0.25
H -3.10947 0.73585 -3.68383 0.42
H -4.76563 1.32757 -3.85213 0.37
H -3.64528 -0.26272 -1.48387 0.48
H -4.66841 -0.96051 -2.72264 0.30
H -6.60822 1.59637 -2.68161 0.36
H -7.52469 0.93674 -1.34013 0.37
H -6.59612 -0.72676 -3.74474 0.28
H -8.23540 -0.13227 -3.45463 0.41
H -7.50547 -1.32925 -2.35991 0.12
C 10.74968 -1.61767 3.09676 -1.23
C 9.43675 -0.93508 2.74837 -0.17
O 9.56523 0.05897 1.73471 -0.39
C 10.05043 -0.38422 0.46940 -0.47
C 9.17235 -1.44154 -0.17808 -0.81
H 11.49169 -0.87781 3.42133 0.30
H 10.60031 -2.34419 3.90241 0.40
H 11.17212 -2.14965 2.24213 0.28
H 9.05856 -0.42624 3.64058 0.24
H 8.67455 -1.66715 2.46544 0.31
H 11.08449 -0.73188 0.56291 0.34
H 10.08001 0.49715 -0.18214 0.34
H 9.11178 -2.34962 0.42622 0.21
H 9.56942 -1.71704 -1.15973 0.37
H 8.15162 -1.06522 -0.30596 0.23
C -9.61195 -5.24273 -0.13519 -0.95
C -8.56670 -5.48143 0.94256 -0.41
O -7.28859 -5.84152 0.42397 -0.51
C -6.66237 -4.89207 -0.43583 -0.40
C -6.41166 -3.54865 0.22791 -0.94
H -9.72549 -6.13509 -0.76299 0.22
H -10.58010 -5.00475 0.31787 0.40
H -9.33869 -4.41469 -0.79210 0.23
H -8.89585 -6.31425 1.57190 0.38
H -8.47593 -4.61395 1.60300 0.40
H -7.24381 -4.77609 -1.35636 0.29
H -5.69935 -5.32410 -0.73271 0.38
H -7.34095 -3.06608 0.53937 0.26
H -5.89724 -2.87323 -0.46229 0.26
H -5.79234 -3.67370 1.12271 0.33
C 1.12645 9.90887 -5.46388 -1.03
C 1.57847 10.28854 -4.06295 -0.29
O 0.49975 10.58217 -3.17846 -0.43
C -0.43560 9.53108 -2.94780 -0.69
C 0.19120 8.28590 -2.34381 -0.82
H 0.52084 10.71189 -5.90174 0.29
H 1.99284 9.72877 -6.10897 0.38
H 0.51651 9.00343 -5.46426 0.26
H 2.18881 11.19497 -4.12506 0.32
H 2.22041 9.51436 -3.63227 0.28
H -0.97278 9.29490 -3.87222 0.37
H -1.18377 9.92386 -2.24911 0.34
H 0.94275 7.84502 -3.00278 0.27
H -0.57488 7.52820 -2.15352 0.38
H 0.68743 8.52786 -1.39772 0.33
C 7.14047 -3.90058 -3.39632 -0.89
C 8.43319 -4.69468 -3.49330 -0.35
O 8.95732 -5.08299 -2.22575 -0.42
C 8.12230 -5.91254 -1.42111 -0.29
C 7.76860 -7.23484 -2.08034 -1.10
H 7.28835 -3.00113 -2.78604 0.16
H 6.80207 -3.59874 -4.39311 0.38
H 6.33944 -4.48032 -2.93361 0.27
H 9.19447 -4.06851 -3.96905 0.32
H 8.31025 -5.57135 -4.13615 0.34
H 7.22169 -5.36542 -1.12371 0.30
H 8.67751 -6.11601 -0.49778 0.34
H 7.20530 -7.09330 -3.00560 0.26
H 7.15996 -7.84528 -1.40645 0.39
H 8.67750 -7.79162 -2.33283 0.29
C -7.03743 -12.04218 0.45589 -1.03
C -7.72108 -11.63694 -0.84007 -0.29
O -8.90268 -10.86467 -0.64117 -0.43
C -8.74273 -9.62602 0.04660 -0.53
C -7.80133 -8.66205 -0.65534 -0.20
H -7.72723 -12.61142 1.09107 0.27
H -6.15854 -12.66104 0.24666 0.38
H -6.70561 -11.17516 1.03037 0.27
H -8.02455 -12.54265 -1.37448 0.34
H -7.02972 -11.10652 -1.50158 0.29
H -8.42649 -9.80632 1.07925 0.30
H -9.73732 -9.16823 0.10501 0.32
H -6.78879 -9.06422 -0.73585 0.33
H -7.74498 -7.71736 -0.10618 -0.23
H -8.15307 -8.45597 -1.67203 0.27
```

***

DFT (ωB97M-V/def2-TZVPD) results for a cluster of 5 separate species, C25H51Br2O13P in total.

As for the energy: -7450.55025 hartree. For the orbital gap, the calculation gives 0.3560 Eh. Its SMILES is CCOC[C@@H](O[C@H](C)[C@@H](Br)[C@H](C)Br)P(=O)(O)O.CCOC(C)=O.CCOC(C)=O.CCOC(C)=O.CCOC(C)=O.

Geometry as XYZ:
```
92
Properties=species:S:1:pos:R:3:mulliken_charge:R:1
C 6.73794 4.92080 4.42647 -0.68
C 5.48463 5.91050 3.97452 -0.38
O 4.49224 5.25912 3.10546 -0.19
C 5.05144 4.88234 1.79777 -0.53
C 3.86533 4.00767 1.01249 -0.24
O 3.47232 2.78290 1.76126 -0.12
C 4.35253 1.64980 1.43077 0.14
C 3.91762 0.79860 0.09747 -1.10
C 4.54412 0.75484 2.79295 -0.50
Br 3.92602 1.85030 4.39848 -0.11
C 3.64694 -0.62781 2.83623 -0.26
C 2.00690 -0.30052 2.80768 -0.46
Br 3.93436 -1.57969 4.61801 -0.17
P 2.24819 5.00531 0.73715 0.77
O 2.32896 6.51262 1.20852 -0.69
O 0.96374 4.22416 1.66062 -0.53
O 1.77435 4.92048 -0.95522 -0.54
H 7.74291 5.49105 4.19726 0.24
H 6.68768 4.73504 5.59491 0.26
H 6.66718 3.86514 3.90933 0.15
H 4.91636 6.17013 4.99115 0.23
H 5.87774 6.95352 3.56170 0.31
H 5.30504 5.79606 1.09319 0.38
H 5.98513 4.17538 1.84183 0.27
H 4.36104 3.68134 -0.02230 0.43
H 5.41909 2.12517 1.18453 0.44
H 4.68450 -0.09616 -0.00746 0.35
H 2.83970 0.31196 0.15835 0.18
H 3.96832 1.44409 -0.90018 0.33
H 5.69836 0.56692 2.91826 0.40
H 3.91267 -1.38862 1.96577 0.46
H 1.64462 0.02778 3.88488 0.33
H 1.41123 -1.25360 2.43632 0.19
H 1.76862 0.56264 2.04829 -0.08
H 1.15129 4.29374 2.65360 0.35
H 0.95129 4.32173 -0.97233 0.34
O -0.24536 0.40801 4.71215 -0.65
C -0.81390 1.49933 4.69777 0.64
O -1.51597 1.91922 5.77443 -0.39
C -2.04664 3.24730 5.93450 -0.33
C -3.40869 3.36820 5.28014 -0.95
C -0.82026 2.33999 3.45652 -0.06
H -1.33897 4.00120 5.57807 0.32
H -2.15215 3.40982 7.01286 0.32
H -3.35301 3.20147 4.20103 0.25
H -3.83427 4.36039 5.45539 0.37
H -4.09419 2.61450 5.68145 0.30
H -1.63237 2.00992 2.80172 0.06
H 0.13573 2.20412 2.94010 -0.41
H -0.91216 3.40762 3.64855 0.49
O -1.26999 0.45100 0.92397 -0.58
C -1.91511 -0.57882 1.11810 0.62
O -2.45384 -1.25487 0.07833 -0.32
C -3.05032 -2.56089 0.17617 -0.14
C -4.50912 -2.46086 0.57604 -1.00
C -2.19757 -1.05066 2.51276 -0.41
H -2.47397 -3.20966 0.84183 0.35
H -2.98287 -3.00680 -0.82235 0.06
H -4.62533 -2.00928 1.56495 0.34
H -4.97387 -3.45083 0.59101 0.36
H -5.05607 -1.82509 -0.12800 0.26
H -3.08142 -0.53232 2.89664 0.29
H -1.33590 -0.80708 3.14304 -0.16
H -2.33749 -2.12728 2.59322 0.35
O -6.92216 -3.28167 -2.78447 -0.61
C -5.97179 -3.28606 -3.56625 0.77
O -4.80667 -2.68778 -3.23015 -0.29
C -3.58392 -2.80492 -3.97995 -0.10
C -3.53110 -1.77697 -5.09285 -1.13
C -6.11665 -3.86847 -4.94004 -0.79
H -3.43887 -3.82665 -4.34219 0.25
H -2.76893 -2.61012 -3.27408 0.26
H -4.33620 -1.92640 -5.81732 0.29
H -2.57533 -1.82989 -5.62197 0.29
H -3.65425 -0.76734 -4.68725 0.37
H -6.54561 -3.11509 -5.60760 0.23
H -6.79443 -4.72667 -4.88377 0.31
H -5.18497 -4.24480 -5.35897 0.18
O -3.04676 -5.93249 -5.62960 -0.60
C -1.97940 -5.86581 -6.23846 0.87
O -1.00318 -5.02982 -5.81832 -0.35
C 0.34008 -5.02005 -6.33465 -0.40
C 0.43768 -4.15017 -7.57230 -0.95
C -1.77634 -6.63552 -7.50881 -1.10
H 0.70581 -6.03683 -6.50374 0.36
H 0.97067 -4.59330 -5.54683 0.33
H -0.18689 -4.53329 -8.38379 0.27
H 1.47116 -4.09757 -7.92645 0.37
H 0.08707 -3.13572 -7.35555 0.26
H -2.18604 -6.06315 -8.34653 0.27
H -2.31176 -7.58724 -7.42764 0.32
H -0.73653 -6.88860 -7.70860 0.34
```

***

DFT (ωB97M-V/def2-TZVPD) results for an isolated molecule of C4H10N4.

As for the energy: -377.37776 hartree. For the orbital gap, the calculation gives 0.3581 Eh. Its SMILES is [H]/N=C(C)\N=C/N(C)N. The energy above the lowest of the compared OMol25 structures with the same formula, charge and spin comes out at 43.3 kcal/mol.

Geometry as XYZ:
```
18
Properties=species:S:1:pos:R:3:nbo_charge:R:1
C 0.37350 -1.49288 0.25627 -0.43
C -1.33980 0.24523 -0.44046 0.32
C 0.52777 1.55884 0.14003 0.43
C 1.71018 1.94460 -0.76385 -0.68
H 0.54180 -2.55067 -0.04068 0.20
H 1.11237 -0.88207 -0.29387 0.22
H 0.59436 -1.33583 1.29605 0.21
H -2.02306 -2.23418 1.14858 0.35
H -1.90568 -2.80002 -0.42121 0.35
H -2.37416 0.22856 -0.76121 0.19
H 2.54776 2.13538 -0.06960 0.24
H 1.47538 2.79425 -1.43236 0.24
H 1.98862 1.09479 -1.47377 0.21
H -0.25688 1.39381 1.86590 0.33
N -0.96344 -1.05339 -0.08766 -0.29
N -1.99587 -1.96491 0.14555 -0.64
N -0.69429 1.35741 -0.49883 -0.55
N 0.68145 1.56109 1.43112 -0.70
```

***

DFT (ωB97M-V/def2-TZVPD) results for an isolated molecule of C3H4N2O3.

As for the energy: -451.71300 hartree. For the orbital gap, the calculation gives 0.3625 Eh. Its SMILES is O=c1ccn(O)n1O. The energy above the lowest of the compared OMol25 structures with the same formula, charge and spin comes out at 167.4 kcal/mol.

Geometry as XYZ:
```
12
Properties=species:S:1:pos:R:3:nbo_charge:R:1
C -0.96494 0.43701 -0.86004 0.01
C 0.12378 -0.04970 -1.50724 -0.31
C 0.94491 -0.58695 -0.39823 0.57
H -1.61607 1.88348 1.38897 0.47
H -1.75240 1.01666 -1.33138 0.24
H 0.12836 -0.66984 -2.52689 0.26
H 1.12927 -1.81677 1.74074 0.50
N -0.64863 0.37807 0.53809 -0.02
N 0.59540 -0.07345 0.75064 -0.01
O -0.59007 1.84127 0.83107 -0.57
O 1.65278 -1.60420 -0.57422 -0.62
O 0.99762 -0.75560 1.94848 -0.52
```

***

DFT (ωB97M-V/def2-TZVPD) results for a structure of composition C4H5NOS.

As for the energy: -683.51636 hartree. For the orbital gap, the calculation gives 0.2717 Eh. The energy above the lowest of the compared OMol25 structures with the same formula, charge and spin comes out at 57.5 kcal/mol.

Geometry as XYZ:
```
12
Properties=species:S:1:pos:R:3:nbo_charge:R:1
C -1.21212 0.31213 0.93348 0.40
C -0.54387 -0.64680 1.55011 -0.35
C 0.50420 -1.06665 0.66614 -0.29
C 0.60805 -0.16043 -0.39245 -0.07
H -2.21404 1.98895 1.25929 0.44
H -0.97384 -1.24473 2.39730 0.23
H 1.10440 -1.97921 0.77856 0.22
H 1.00514 0.73237 -2.44398 0.12
H -0.59671 1.46490 -0.85797 0.41
N -0.51284 0.68442 -0.24047 -0.58
O -2.39552 0.74506 1.33124 -0.61
S 1.76822 -0.14645 -1.66522 0.07
```

***

DFT (ωB97M-V/def2-TZVPD) results for a cluster of 2 separate species, C5H14 in total.

As for the energy: -198.87546 hartree. For the orbital gap, the calculation gives 0.4510 Eh. Its SMILES is CCC.CC. The energy above the lowest of the compared OMol25 structures with the same formula, charge and spin comes out at 8.6 kcal/mol.

Geometry as XYZ:
```
19
Properties=species:S:1:pos:R:3:nbo_charge:R:1
C -1.08070 1.56109 -1.27960 -0.40
C 0.08727 0.59698 -1.04072 -0.60
C -2.44952 0.92443 -1.14459 -0.62
H -0.98517 1.86313 -2.33235 0.19
H -0.96816 2.50416 -0.74690 0.20
H 1.01927 1.13857 -1.17870 0.21
H 0.12692 0.37651 0.03235 0.20
H -3.01742 1.29471 -0.29482 0.21
H -2.41364 -0.15789 -0.94438 0.20
H -0.02744 -0.28630 -1.65806 0.21
H -3.08540 1.05721 -2.01815 0.21
C 2.29276 -1.09549 1.44109 -0.61
C 1.00181 -1.79406 1.85751 -0.61
H 2.72464 -1.60768 0.58216 0.20
H 2.11341 -0.09993 1.02023 0.20
H 3.01585 -1.11107 2.25361 0.21
H 1.25127 -2.83404 2.11908 0.20
H 0.57489 -1.41822 2.79130 0.20
H 0.22604 -1.72320 1.10410 0.21
```

***

Number 1: LUMO 1.7 eV. Number 2: LUMO 0.4 eV. Number 3: LUMO 0.7 eV. Number 4: LUMO 0.1 eV. Number 5: LUMO 0.0 eV. Number 6: LUMO 1.2 eV.